Model P:
Here is C4H4 in the gas phase from OMol25. Energies are from ωB97M-V/def2-TZVPD.

Output
**Charge**: 0
**HOMO energy**: -9.93 eV

```
8
C4H4 (ωB97M-V/def2-TZVPD)
C 0.649 -0.293 1.108
C 0.610 -1.504 0.676
C -0.292 0.161 -1.076
C -0.390 0.306 0.229
H 1.206 0.427 1.587
H 0.492 -0.481 -1.575
H -1.111 0.486 -1.758
H -1.164 0.899 0.808
```

Mulliken atomic charge list, values in e, 6 entries: C -0.056; C -0.522; C -0.566; C -0.066; H 0.399; H 0.268


Model Q:
Here is C4H4 in the gas phase from OMol25. Energies are from ωB97M-V/def2-TZVPD.

Output
**Charge**: 0
**HOMO energy**: -8.74 eV

```
8
C4H4 (ωB97M-V/def2-TZVPD)
C 0.374 0.091 0.465
C 1.656 -0.178 0.062
C -0.738 0.663 0.940
C 0.572 -0.561 -0.861
H -0.906 0.667 1.994
H -1.482 1.094 0.098
H 0.379 -0.235 -1.927
H 0.145 -1.541 -0.772
```

Mulliken atomic charge list, values in e, 6 entries: C 0.508; C -0.489; C -0.520; C -0.465; H 0.282; H 0.226


How far above the most stable structure does each one sit? In kJ/mol: model P 0.0; model Q 108.4.


Model P:
Here is 2 unconnected molecules or ions with the total composition C2H9NOS2 from OMol25. Energies are from ωB97M-V/def2-TZVPD.

Output
**Charge**: 0
**HOMO energy**: -8.05 eV
**SMILES string**: CSS.NCO

```
15
C2H9NOS2 (ωB97M-V/def2-TZVPD)
C 0.612 -2.942 0.114
S -0.826 -3.092 -1.142
S 0.060 -2.567 -2.894
H 0.716 -3.599 0.935
H 1.529 -2.859 -0.425
H 0.470 -1.899 0.513
H 1.303 -3.147 -2.888
N 0.544 2.080 0.742
C -0.838 2.495 1.042
O -1.570 1.922 0.021
H 1.164 2.325 1.511
H 0.800 2.671 -0.005
H -0.999 3.627 0.934
H -1.110 2.297 2.059
H -1.854 2.688 -0.517
```

Mulliken atomic charge list, values in e, 6 entries: C -0.699; S -0.011; S -0.192; H 0.310; H 0.228; H 0.218


Model Q:
Here is 2 unconnected molecules or ions with the total composition C2H9NOS2 from OMol25. Energies are from ωB97M-V/def2-TZVPD.

Output
**Charge**: 0
**HOMO energy**: -8.04 eV
**SMILES string**: NCCSS.O

```
15
C2H9NOS2 (ωB97M-V/def2-TZVPD)
N -0.700 -0.184 -1.565
C -0.960 -0.945 -0.310
C 0.049 -0.453 0.753
S -0.071 -1.552 2.166
S 1.564 -1.140 3.345
H -1.367 0.567 -1.692
H -0.705 -0.840 -2.316
H -1.950 -0.635 0.022
H -0.791 -2.002 -0.483
H 1.020 -0.417 0.263
H -0.250 0.560 1.024
H 2.218 -0.471 2.366
O 0.463 2.650 -0.877
H 0.367 1.765 -1.293
H 1.111 3.098 -1.404
```

Mulliken atomic charge list, values in e, 6 entries: N -0.553; C -0.675; C -0.666; S -0.052; S -0.206; H 0.271


Model R:
Here is 2 unconnected molecules or ions with the total composition C2H9NOS2 from OMol25. Energies are from ωB97M-V/def2-TZVPD.

Output
**Charge**: 0
**HOMO energy**: -8.48 eV
**SMILES string**: CSS.NCO

```
15
C2H9NOS2 (ωB97M-V/def2-TZVPD)
C 1.616 1.327 0.995
S -0.189 1.185 0.963
S -0.664 2.013 -0.941
H 1.853 1.794 1.943
H 1.886 2.074 0.257
H 2.221 0.445 0.824
H 0.582 1.849 -1.390
N -0.659 -3.121 0.689
C -0.518 -2.601 -0.634
O 0.823 -2.111 -0.850
H 0.233 -3.219 1.143
H -1.371 -2.696 1.256
H -0.591 -3.426 -1.362
H -1.229 -1.849 -1.003
H 0.806 -1.268 -1.309
```

Mulliken atomic charge list, values in e, 6 entries: C -0.849; S -0.026; S -0.178; H 0.318; H 0.301; H 0.294


How far above the most stable structure does each one sit? In kJ/mol: model P 100.6; model Q 0.0; model R 57.4.